Record 1
DFT (ωB97M-V with the def2-TZVPD basis set) results for one molecule with the formula C4H8O2 in a non-equilibrium geometry.

- Gap between HOMO and LUMO: 0.3432 Ha
- Energy above the lowest of the compared OMol25 structures with the same formula, charge and spin: 4.637 eV
- Total charge: 0
- Spin multiplicity: 1
- E_HOMO: -8.7 eV

Last column: Mulliken charge in e.
Atoms and positions in Å:
C: 1.772491 0.416952 -0.075690  -1.46
C: 0.850562 -0.604726 0.582467  0.72
O: 0.290300 -0.297714 1.755372  -0.68
C: -0.595913 -0.650438 0.071030  -0.69
C: -1.299454 0.440606 -0.533618  -0.09
O: -2.566928 0.787862 -0.276508  -0.47
H: 1.341623 1.421667 -0.056234  0.39
H: 2.006799 0.145166 -1.112248  0.30
H: 2.714511 0.459690 0.479098  0.33
H: 1.307435 -1.612980 0.512425  0.31
H: -1.190362 -1.481887 0.445689  0.49
H: -1.031476 -0.597810 -1.316409  0.15
H: -0.757750 1.234058 -1.033818  0.32
H: -2.841843 0.339559 0.558450  0.38

Atomic forces in eV per Å
0.1 0.1 0.0
0.1 -0.3 -1.0
-0.7 0.1 -0.2
0.4 0.8 2.1
1.7 -1.7 -1.2
-0.8 -0.7 1.1
0.0 -0.1 0.1
-0.1 0.0 0.1
-0.1 0.0 0.0
0.0 0.2 0.0
0.1 0.1 -0.2
-0.9 1.2 -0.1
0.2 -0.1 0.1
0.1 0.5 -0.8

***

Record 2
DFT (ωB97M-V with the def2-TZVPD basis set) results for C34H57CoN4OP2 as an isolated structure in a non-equilibrium geometry.

- Gap between HOMO and LUMO (alpha / beta): 0.2417 / 0.2355 Ha
- Energy above the lowest of the compared OMol25 structures with the same formula, charge and spin: 1.399 eV
- Total charge: +1
- Spin multiplicity: 4
- E_HOMO (alpha / beta): -8.6 / -10.5 eV

Last column: Mulliken spin population.
Atoms and positions in Å:
C: 2.083893 -1.371198 -1.032078  0.05
C: 1.536005 0.761864 -1.992818  0.05
C: 3.056966 -1.591162 -1.998013  0.17
C: 2.249525 0.359868 -3.161270  0.25
C: 3.092027 -0.752103 -3.102868  -0.06
H: 3.748616 -2.422854 -1.874935  0.00
H: 2.148263 0.927206 -4.095774  0.00
H: 3.712165 -1.011636 -3.962366  0.00
N: 1.397630 -0.209805 -0.987126  0.15
P: 0.119506 -2.447679 0.694895  -0.04
P: 0.150336 2.286893 -0.255635  -0.01
C: 1.835080 -2.451228 0.039056  -0.05
H: 2.111021 -3.459754 -0.325684  -0.01
H: 2.540325 -2.282331 0.877395  0.00
C: -1.221344 -0.236224 1.488983  -0.16
O: -2.056089 -0.426970 2.289698  -0.03
C: 1.058155 2.101590 -1.798964  0.47
H: 0.933528 2.761649 -2.685388  -0.08
C: -1.672083 3.089861 -0.136752  -0.01
C: 1.544319 3.684068 0.236184  0.08
C: -0.771463 -3.644248 -0.499490  0.06
C: 0.329487 -3.351547 2.374682  0.04
C: -2.784064 2.145538 0.384073  0.00
H: -2.606862 1.819983 1.415034  0.00
H: -3.732408 2.715494 0.367553  0.00
H: -2.925866 1.255588 -0.246406  0.00
C: -1.747913 4.326154 0.764581  0.01
H: -1.454819 4.059665 1.789715  0.00
H: -1.132215 5.153719 0.402397  0.00
H: -2.794998 4.685955 0.797962  0.00
C: -2.011262 3.387587 -1.587001  0.04
H: -3.015832 3.841135 -1.647571  0.00
H: -1.277504 4.017930 -2.114959  0.00
H: -2.050626 2.396210 -2.051527  -0.03
C: 1.372990 4.209760 1.664416  0.01
H: 1.006015 3.423386 2.326114  0.00
H: 2.343293 4.533421 2.071416  0.00
H: 0.696579 5.071633 1.729939  0.00
C: 2.927707 3.064289 0.107019  0.04
H: 3.008057 2.102989 0.625870  -0.01
H: 3.223738 2.906526 -0.934173  -0.02
H: 3.669410 3.750424 0.534029  0.00
C: 1.356262 4.817354 -0.797427  0.00
H: 1.472716 4.456632 -1.834904  -0.01
H: 0.362739 5.299390 -0.727489  0.00
H: 2.142572 5.586186 -0.651484  0.00
C: -1.059951 -3.758262 2.885312  0.01
H: -0.952213 -4.125500 3.915651  0.00
H: -1.748201 -2.903176 2.913194  0.00
H: -1.521962 -4.564994 2.306235  0.00
C: 0.941162 -2.380971 3.387830  0.01
H: 1.960242 -2.090016 3.110129  0.00
H: 0.340817 -1.473998 3.510994  0.00
H: 0.993947 -2.882899 4.366201  0.00
C: 1.255179 -4.576944 2.322065  0.00
H: 2.238305 -4.338288 1.897818  0.00
H: 1.410380 -4.916515 3.357898  0.00
H: 0.830912 -5.418912 1.768943  0.00
C: -0.404504 -3.263481 -1.939831  0.00
H: 0.650677 -3.469365 -2.162049  0.00
H: -1.030053 -3.862501 -2.618755  0.00
H: -0.608789 -2.209943 -2.154791  0.00
C: -2.283221 -3.485542 -0.278271  0.02
H: -2.626824 -2.482977 -0.550281  0.00
H: -2.796973 -4.203456 -0.935669  0.00
H: -2.602354 -3.686360 0.752023  0.00
C: -0.412400 -5.126087 -0.301961  0.00
H: 0.666080 -5.315466 -0.377154  0.00
H: -0.800883 -5.542620 0.636086  0.00
H: -0.895843 -5.693156 -1.113404  0.00
Co: 0.012616 0.076778 0.397241  1.92
N: -2.319280 -0.545195 -1.476727  0.05
C: -2.975186 -0.783375 -2.438603  0.00
C: -3.048434 -0.382076 -3.907654  0.00
C: -2.040555 0.773520 -4.081196  -0.01
C: -2.500808 -1.503498 -4.738893  0.00
C: -4.436361 0.090925 -4.273617  0.00
H: -2.383245 1.638239 -3.510892  0.01
H: -1.068431 0.455617 -3.664389  0.01
H: -1.904224 1.040820 -5.134000  0.00
H: -2.887022 -2.475814 -4.456380  0.00
H: -2.694549 -1.281836 -5.796302  0.00
H: -1.402932 -1.491538 -4.604077  0.00
H: -4.449047 0.528760 -5.282472  0.00
H: -5.160311 -0.719461 -4.211796  0.00
H: -4.693833 0.882554 -3.557294  0.00
N: 3.275440 1.731479 5.801507  0.00
C: 2.559341 1.403981 4.695588  0.00
C: 3.181279 0.830847 3.569660  0.00
C: 2.409978 0.506303 2.461068  -0.01
N: 1.080856 0.751215 2.406279  0.08
C: 0.472536 1.312808 3.473731  0.00
C: 1.169055 1.638055 4.636543  0.00
H: 4.275638 1.556549 5.846483  0.00
H: 2.842749 2.129828 6.614396  0.00
H: 4.254355 0.636585 3.569971  0.00
H: 2.858115 0.022528 1.589626  0.01
H: -0.596044 1.524909 3.410497  0.00
H: 0.651158 2.080732 5.484557  0.00

Atomic forces in eV per Å
-0.2 0.3 0.5
0.8 -1.0 -0.3
0.3 0.0 -0.1
0.2 0.1 0.1
-0.5 0.2 -0.4
-0.3 0.1 -0.2
0.3 0.0 0.6
-0.1 0.2 0.3
0.7 0.0 -0.9
0.3 -1.2 0.0
0.5 1.6 2.0
0.8 0.1 -0.2
-0.1 0.6 -0.2
-0.4 0.1 -0.2
-5.6 0.4 3.6
1.9 -0.1 -1.4
-2.3 -1.5 -1.5
0.5 -0.7 0.7
0.3 0.5 -0.7
-1.4 0.1 -0.2
0.2 -0.1 0.6
0.0 -0.1 -0.4
0.4 -0.3 -0.1
-0.1 0.2 -0.2
0.4 -0.1 0.0
0.2 0.3 0.3
0.2 0.1 0.0
-0.1 0.2 -0.2
-0.1 -0.1 0.2
0.5 -0.2 -0.1
-0.4 0.0 -0.1
0.3 -0.1 -0.2
-0.3 -0.1 0.2
0.0 0.5 -0.2
-0.1 0.1 0.3
0.0 0.2 0.0
-0.2 0.0 -0.2
0.1 -0.3 -0.1
0.3 -0.2 -0.3
0.0 0.2 0.0
-0.1 0.0 0.1
-0.1 -0.1 0.0
0.3 0.3 -0.1
0.0 0.3 0.5
0.7 -0.2 0.0
-0.4 -0.2 0.0
-0.1 0.0 0.2
0.0 0.1 -0.2
0.1 -0.2 0.0
0.2 0.2 0.1
-0.1 0.2 0.1
-0.1 0.0 0.1
0.1 -0.2 0.0
0.0 0.1 -0.3
-0.1 -0.2 0.1
-0.2 -0.1 0.1
0.0 0.1 -0.2
0.2 0.3 0.2
-0.1 0.1 0.0
-0.2 0.0 0.0
0.2 0.1 0.1
0.1 -0.1 0.1
-0.3 0.1 -0.2
0.1 -0.4 0.2
0.0 0.1 0.1
0.2 0.0 -0.3
-0.1 -0.1 -0.3
-0.2 0.0 0.1
0.2 0.2 -0.3
0.1 0.1 0.1
2.2 0.1 -0.4
-2.6 -1.4 -2.5
3.4 2.6 2.0
0.0 0.1 0.1
0.2 0.1 0.8
0.7 -0.4 -0.6
-0.2 0.3 0.1
0.1 -0.1 -0.5
-0.3 0.2 -0.2
-0.2 -0.1 0.1
-0.1 -0.2 -0.2
0.0 -0.3 0.2
-0.5 -0.4 -0.1
0.0 -0.2 0.3
-0.1 0.1 0.0
-0.3 -0.2 -0.3
0.6 -0.1 0.0
-0.2 0.0 -0.1
-0.1 -0.1 -0.3
-0.6 0.5 1.0
0.5 -0.3 -0.2
1.2 -0.2 0.2
-0.1 -0.2 -0.5
-0.6 0.1 0.0
-0.1 0.0 -0.1
-0.3 0.0 0.0
-0.1 0.2 0.2
0.2 -0.2 -0.1
0.1 -0.1 -0.2

***

Record 3
DFT (ωB97M-V with the def2-TZVPD basis set) results for one molecule with the formula C5H10O.

- Gap between HOMO and LUMO: 0.3423 Ha
- Energy above the lowest of the compared OMol25 structures with the same formula, charge and spin: 0.643 eV
- Total charge: 0
- Structure (SMILES): CC/C=C(\C)O
- Spin multiplicity: 1
- E_HOMO: -8.4 eV

Last column: Mulliken charge in e.
Atoms and positions in Å:
C: 1.464001 -1.285356 1.279920  -0.99
C: 1.344398 -0.350982 0.071459  -0.56
C: 0.058717 -0.472900 -0.703630  -0.41
C: -0.994207 0.343650 -0.635455  0.66
C: -1.194132 1.485641 0.318182  -1.31
O: -2.057304 0.120569 -1.479325  -0.54
H: 2.463910 -1.219465 1.724980  0.31
H: 0.731348 -1.027598 2.052692  0.27
H: 1.291398 -2.328354 0.992904  0.31
H: 1.497417 0.684557 0.399034  0.28
H: 2.170174 -0.566030 -0.619039  0.28
H: -0.014066 -1.290527 -1.419593  0.38
H: -2.105145 1.310445 0.905081  0.35
H: -1.320423 2.437139 -0.215374  0.37
H: -0.363483 1.594146 1.017578  0.28
H: -2.656071 0.875045 -1.429471  0.31

Atomic forces in eV per Å
0.0 -0.1 0.0
0.0 0.1 0.0
-0.2 0.1 0.0
0.4 -0.1 0.2
0.0 0.0 0.0
-0.1 0.1 0.0
-0.2 0.0 -0.1
0.1 0.0 -0.1
0.0 0.1 0.0
0.0 -0.1 0.0
-0.1 0.0 0.1
0.0 0.1 0.1
0.1 0.0 -0.1
0.0 -0.1 0.0
-0.1 0.0 -0.1
0.0 -0.2 0.0

***

Record 4
DFT (ωB97M-V with the def2-TZVPD basis set) results for a 2-piece molecular cluster, C4H12N2O3S overall in a non-equilibrium geometry.

- Gap between HOMO and LUMO: 0.3696 Ha
- Energy above the lowest of the compared OMol25 structures with the same formula, charge and spin: 2.072 eV
- Total charge: 0
- Spin multiplicity: 1
- E_HOMO: -9.7 eV

Last column: Mulliken charge in e.
Atoms and positions in Å:
C: 0.114410 0.471301 1.773451  -1.56
C: 2.242713 -0.758049 0.154523  -0.98
C: 0.463413 -1.164761 -1.607370  -1.13
C: -0.161743 -0.130134 0.458111  0.79
N: -2.547501 1.113814 0.521571  -0.74
N: 0.767925 -0.640720 -0.209198  0.12
O: -2.212659 -1.505529 0.491603  -0.58
O: -1.996100 -0.059915 -1.564500  -0.60
O: -0.229976 2.354078 -0.786792  -0.65
S: -2.029465 -0.172737 -0.099613  1.00
H: -0.811454 1.024019 1.972757  0.41
H: 0.983556 1.126471 1.588940  0.44
H: 0.260093 -0.250529 2.602284  0.27
H: 2.893680 -0.469564 -0.713447  0.35
H: 2.557072 -0.244478 1.083631  0.33
H: 2.580936 -1.739606 0.257728  0.41
H: 1.088476 -2.112407 -1.749134  0.35
H: -0.536127 -1.483658 -1.411739  0.52
H: 0.537919 -0.372934 -2.320807  0.32
H: -1.078479 2.461364 -0.431991  0.33
H: -2.682574 0.910504 1.533494  0.28
H: -0.204123 1.643465 -1.543512  0.34

Atomic forces in eV per Å
-0.4 0.3 0.2
-0.1 1.9 -0.6
1.0 -2.1 2.6
-1.3 0.2 0.8
-0.9 -0.6 1.4
3.4 -1.4 -2.4
-0.6 1.2 -0.4
-0.4 -0.1 1.5
3.4 -1.9 -2.8
1.9 -0.4 -0.9
0.8 0.3 0.4
-0.5 0.0 0.7
0.2 0.3 -0.7
-1.0 0.6 0.7
-0.6 0.0 -0.7
-0.4 -2.1 0.4
-0.5 1.7 -0.2
-0.5 -0.4 -1.2
0.2 0.1 -0.6
-2.4 -0.3 0.4
-0.3 0.4 -0.9
-1.0 2.3 2.4

***

Which of these has the highest total charge?
C34H57CoN4OP2